DFT (ωB97M-V with the def2-TZVPD basis set) results for 2 unconnected molecules or ions with the total composition C2H3NOS2 in a non-equilibrium geometry.

Each line ends with the Mulliken charge.
Positions of all 9 atoms, in Å:
C: -1.216 -0.242 2.089  -0.215
C: 0.195 -0.020 -1.423  -0.098
N: -0.166 -0.612 1.852  0.053
O: -0.821 -0.617 -1.338  -0.405
S: 1.258 -1.083 1.582  -0.015
S: 0.310 1.719 -1.681  -0.163
H: -2.301 -0.515 2.157  0.209
H: 1.121 -0.507 -1.323  0.497
H: 1.621 1.878 -1.914  0.137

The multiplicity is 3. Its LUMO energy (alpha / beta) is 0.55 / -2.85 eV. The highest occupied orbital energy (alpha / beta) is -5.664 / -9.173 eV. For the frontier orbital gap (alpha / beta), the calculation gives 6.21 / 6.33 eV.


DFT (ωB97M-V with the def2-TZVPD basis set) results for a single C2H3NOS3 molecule in a non-equilibrium geometry.

Each line ends with the Mulliken charge.
Positions of all 10 atoms, in Å:
O: -2.074 1.231 -0.195  -0.416
C: -1.410 0.062 -0.140  0.455
S: -2.120 -1.404 -0.057  -0.358
C: 0.082 0.285 -0.080  0.422
S: 0.774 1.756 -0.067  -0.427
N: 0.739 -0.865 -0.127  -0.257
S: 2.427 -1.034 -0.193  -0.104
H: -1.362 1.976 -0.151  0.289
H: 0.231 -1.722 0.090  0.253
H: 2.712 -0.284 0.919  0.144

Its LUMO energy is -1.32 eV. The highest occupied orbital energy is -9.268 eV. For the frontier orbital gap, the calculation gives 7.95 eV.


DFT (ωB97M-V with the def2-TZVPD basis set) results for a single C2H3NS molecule in a non-equilibrium geometry.

Each line ends with the Mulliken charge.
Positions of all 7 atoms, in Å:
C: 0.669 -0.078 -0.380  -0.660
C: -0.551 0.062 0.390  0.478
N: -1.154 -0.248 1.522  -0.444
S: -2.138 0.720 0.228  -0.152
H: 0.951 -1.119 -0.548  0.270
H: 1.539 0.299 0.277  0.244
H: 0.682 0.363 -1.490  0.263

Its LUMO energy is 0.51 eV. The highest occupied orbital energy is -8.333 eV. For the frontier orbital gap, the calculation gives 8.84 eV.


DFT (ωB97M-V with the def2-TZVPD basis set) results for a molecular structure, C2H3NS2 in a non-equilibrium geometry.

Each line ends with the Mulliken charge.
Positions of all 8 atoms, in Å:
C: -0.294 -0.713 -1.265  -0.148
C: -0.297 0.274 0.744  -0.494
N: -0.518 0.378 -0.585  0.064
S: 2.496 -0.666 -0.520  -0.359
S: 0.691 -1.376 0.200  0.092
H: 0.202 1.233 1.106  0.328
H: -1.183 -0.265 1.309  0.268
H: -1.097 1.136 -0.988  0.249

Its LUMO energy is -0.30 eV. The highest occupied orbital energy is -8.352 eV. For the frontier orbital gap, the calculation gives 8.05 eV.


DFT (ωB97M-V with the def2-TZVPD basis set) results for a single C2H3NS2 molecule in a non-equilibrium geometry.

Each line ends with the Mulliken charge.
Positions of all 8 atoms, in Å:
C: -0.744 -0.464 0.291  -0.102
C: 1.612 0.616 -0.154  -0.414
N: -1.943 -0.852 0.271  -0.258
S: 0.004 1.063 -0.068  0.190
S: -3.173 -0.054 -0.321  -0.243
H: 0.074 -1.091 0.463  0.314
H: 1.777 -0.479 -0.095  0.204
H: 2.392 1.262 -0.388  0.310

Its LUMO energy (alpha / beta) is -2.17 / -2.17 eV. The highest occupied orbital energy (alpha / beta) is -7.516 / -7.516 eV. For the frontier orbital gap (alpha / beta), the calculation gives 5.35 / 5.35 eV.


DFT (ωB97M-V with the def2-TZVPD basis set) results for a single C2H3NS3 molecule in a non-equilibrium geometry.

Each line ends with the Mulliken charge.
Positions of all 9 atoms, in Å:
S: -0.007 -2.247 -0.188  -0.188
C: 0.902 -0.943 -0.505  -0.368
C: 0.657 0.528 -0.037  0.525
S: 2.022 1.361 0.289  -0.309
N: -0.590 0.919 0.244  -0.278
S: -1.981 0.140 -0.346  -0.146
H: 1.880 -1.032 -0.898  0.342
H: -0.715 1.849 0.625  0.252
H: -2.168 -0.576 0.815  0.171

Its LUMO energy is -1.35 eV. The highest occupied orbital energy is -8.642 eV. For the frontier orbital gap, the calculation gives 7.29 eV.


DFT (ωB97M-V with the def2-TZVPD basis set) results for a molecular structure, C2H3NS3 in a non-equilibrium geometry.

Each line ends with the Mulliken charge.
Positions of all 9 atoms, in Å:
C: 1.629 0.351 -0.099  0.202
C: -1.202 0.282 -0.339  -0.674
N: -0.910 -0.904 0.389  -0.274
S: 3.171 0.143 0.106  -0.223
S: 0.447 1.522 -0.068  -0.068
S: 0.460 -1.706 -0.121  -0.109
H: -0.888 0.144 -1.423  0.466
H: -1.833 0.992 0.201  0.389
H: -0.874 -0.824 1.353  0.291

Its LUMO energy is -0.29 eV. The highest occupied orbital energy is -8.008 eV. For the frontier orbital gap, the calculation gives 7.72 eV.


DFT (ωB97M-V with the def2-TZVPD basis set) results for a gas-phase ion, C2H3O2 (charge +1) in a non-equilibrium geometry.

Each line ends with the Mulliken charge.
Positions of all 7 atoms, in Å:
C: 0.027 -0.668 -0.005  -0.143
C: -0.456 0.609 0.085  0.292
O: 0.671 1.156 0.804  -0.069
O: 0.936 0.382 -0.357  0.055
H: 0.283 -1.354 0.877  0.288
H: -0.272 -1.276 -0.887  0.268
H: -1.188 1.150 -0.517  0.308

Its LUMO energy is -5.81 eV. The highest occupied orbital energy is -18.708 eV. For the frontier orbital gap, the calculation gives 12.90 eV. The charge is +1.


DFT (ωB97M-V with the def2-TZVPD basis set) results for a molecular structure, C2H3O2 in a non-equilibrium geometry.

Each line ends with the Mulliken charge.
Positions of all 7 atoms, in Å:
C: -0.670 0.007 0.874  0.387
C: 0.470 -0.023 -0.660  0.052
O: -0.687 -0.748 -0.152  -0.174
O: 0.398 0.779 0.545  -0.192
H: -1.217 0.130 1.748  0.387
H: 1.250 -0.697 -0.786  0.267
H: 0.456 0.551 -1.570  0.273

Its LUMO energy is -6.40 eV. The highest occupied orbital energy is -19.685 eV. For the frontier orbital gap, the calculation gives 13.29 eV. The charge is +1.


DFT (ωB97M-V with the def2-TZVPD basis set) results for a gas-phase ion, C2H3O2S2 (charge -1) in a non-equilibrium geometry.

Each line ends with the Mulliken charge.
Positions of all 9 atoms, in Å:
C: -1.208 0.284 -0.622  -0.416
C: -0.653 -0.146 0.525  -0.334
S: 1.126 -0.453 0.202  0.733
O: 1.865 -1.264 1.387  -0.666
O: 1.322 -0.975 -1.166  -0.599
S: 1.543 1.472 0.495  -0.490
H: -2.194 0.838 -0.701  0.201
H: -0.767 0.216 -1.639  0.211
H: -1.034 0.029 1.521  0.361

Its LUMO energy is 3.79 eV. The highest occupied orbital energy is -3.771 eV. For the frontier orbital gap, the calculation gives 7.56 eV. The charge is -1.


DFT (ωB97M-V with the def2-TZVPD basis set) results for a single C2H3O3PS molecule in a non-equilibrium geometry.

Each line ends with the Mulliken charge.
Positions of all 10 atoms, in Å:
C: 0.965 -0.901 -0.253  -0.609
C: -0.231 -0.289 -0.067  -0.036
O: -4.433 0.588 -1.031  -0.432
O: -1.932 -2.316 0.402  -0.507
O: -2.659 0.019 0.669  -0.220
P: -4.075 0.792 0.365  0.436
S: -1.864 -1.091 -0.407  0.575
H: 1.987 -0.568 -0.127  0.258
H: 1.155 -1.836 -0.682  0.250
H: -0.248 0.701 0.398  0.285

Its LUMO energy is -0.33 eV. The highest occupied orbital energy is -10.175 eV. For the frontier orbital gap, the calculation gives 9.84 eV.


DFT (ωB97M-V with the def2-TZVPD basis set) results for 2 unconnected molecules or ions with the total composition C2H3O3S in a non-equilibrium geometry.

Each line ends with the Mulliken charge.
Positions of all 9 atoms, in Å:
C: -0.955 1.530 0.256  0.579
C: 0.728 -0.303 0.197  -0.427
O: -1.932 0.851 0.382  -0.456
O: -0.463 2.647 0.067  -0.494
O: 0.458 -1.461 0.965  -0.490
S: 1.182 -0.878 -1.481  -0.283
H: 1.614 0.177 0.562  0.217
H: -0.541 -1.814 0.947  0.297
H: -0.092 -0.748 -1.896  0.056

Its LUMO energy is 3.70 eV. The highest occupied orbital energy is -2.598 eV. For the frontier orbital gap, the calculation gives 6.30 eV. The charge is -1.